Here is C43H60AsN2O4SbSi3W as an isolated structure at a distorted geometry from OMol25. Energies are from ωB97M-V with the def2-TZVPD basis set.

LUMO energy (alpha / beta): -0.4156 / -0.4136 hartree
multiplicity: 3
total energy: -149531.1639 eV
charge: +4
max |F|: 2.48 eV/Å
expectation value of S²: 2.428
Kohn-Sham gap (alpha / beta): 4.00 / 5.76 eV

Cartesian coordinates (Å):
W1 0.87086 -0.29568 0.25877
O1 2.77476 -0.89942 -3.24400
C1 2.58039 -0.66092 -1.98324
O2 1.40917 -0.36137 -1.65698
C2 3.50878 -0.73057 -0.89263
C3 4.81608 -1.12609 -0.87906
C4 5.46966 -1.37111 0.33893
C5 4.73206 -1.35726 1.49868
C6 3.38933 -0.95656 1.48135
N1 2.85758 -0.37841 0.30068
C7 2.39700 -1.12632 2.45285
O3 2.45169 -1.51874 3.69327
O4 1.21379 -0.77667 2.05326
H1 3.70867 -0.98417 -3.49627
H2 5.35145 -1.29570 -1.81007
H3 6.51151 -1.65888 0.35245
H4 5.19002 -1.70078 2.42198
H5 3.35095 -1.56470 4.05392
C8 -4.71917 0.21617 -2.27574
Si1 -3.07868 -0.00637 -2.97156
C9 -2.65673 -1.47143 -3.93175
C10 -1.88636 1.32536 -2.89671
As1 -1.38616 -1.07128 -0.27891
Si2 -1.82791 -1.61203 1.85970
C11 -3.63696 -1.46630 2.15085
C12 -1.53130 1.64188 2.63923
C13 -1.15545 -2.23912 3.43281
Si3 -3.70126 -5.21590 -0.80143
C14 -2.89588 -5.91250 -2.24196
C15 -3.62286 -5.98981 0.80411
C16 -4.60212 -3.66989 -1.01057
H6 -5.27649 0.92476 -2.90605
H7 -4.65631 0.65121 -1.27490
H8 -5.28466 -0.71538 -2.24403
H9 -2.55639 -1.18846 -4.98780
H10 -3.42135 -2.24494 -3.86088
H11 -1.69060 -1.86578 -3.60701
H12 -1.89070 1.87927 -3.84670
H13 -0.87711 0.93602 -2.76057
H14 -2.13445 2.02567 -2.09927
H15 -4.19754 -1.13622 1.27657
H16 -3.82710 -0.76784 2.97301
H17 -4.02872 -2.44012 2.47903
H18 -1.23487 2.37483 3.39079
H19 -0.65669 1.01680 2.43471
H20 -2.31869 1.01754 3.07342
H21 -1.43292 -3.29646 3.48946
H22 -1.71661 -1.70295 4.20282
H23 -0.09552 -2.13682 3.63370
H24 -2.47349 -6.89541 -2.03464
H25 -2.09335 -5.24057 -2.56926
H26 -3.61437 -6.00034 -3.06511
H27 -2.68483 -5.69124 1.29615
H28 -3.60521 -7.07894 0.70742
H29 -4.46870 -5.69472 1.42812
H30 -5.16825 -3.70729 -1.94761
H31 -3.92789 -2.80253 -1.04103
H32 -5.30485 -3.51038 -0.18971
C17 -0.00623 5.65203 0.62365
C18 -1.06737 4.65289 1.01168
C19 -2.25504 5.20193 1.58642
C20 -3.37901 4.39670 1.87009
C21 -3.31621 3.05389 1.71697
C22 -2.03505 2.35680 1.36292
C23 -0.98423 3.30225 0.82323
Sb1 0.73510 2.43472 -0.01132
C24 2.28540 3.04675 1.32329
C25 2.20909 2.33182 2.52648
C26 3.09799 2.56000 3.56219
C27 4.09970 3.50883 3.39544
C28 4.17114 4.22157 2.21346
C29 3.27041 4.03033 1.15737
C30 3.44205 4.94649 -0.03235
C31 0.92418 3.26249 -1.93228
C32 -0.18621 3.98452 -2.37497
C33 -0.15718 4.61437 -3.60956
C34 0.98292 4.51847 -4.39945
C35 2.08336 3.80557 -3.95096
C36 2.08084 3.16884 -2.70921
C37 3.33881 2.48302 -2.24955
H33 -0.43225 6.43309 -0.00968
H34 0.82866 5.21286 0.08711
H35 0.39014 6.13915 1.51849
H36 -2.29859 6.27032 1.76133
H37 -4.29442 4.86548 2.21058
H38 -4.17725 2.43196 1.94306
H39 -2.25024 1.57621 0.62385
H40 1.39888 1.62683 2.69540
H41 2.99911 2.02192 4.49698
H42 4.80815 3.70710 4.19009
H43 4.93913 4.97871 2.09694
H44 3.18556 5.96986 0.24898
H45 2.82677 4.68219 -0.88381
H46 4.48489 4.96563 -0.35057
H47 -1.06299 4.08211 -1.74455
H48 -1.01074 5.18994 -3.94697
H49 1.02187 5.01947 -5.35841
H50 2.97800 3.76281 -4.56348
H51 4.15655 3.19827 -2.14924
H52 3.66036 1.74120 -2.98214
H53 3.22130 2.00871 -1.27404
N2 1.44918 -2.86869 -0.13067
C38 0.88105 -4.11634 0.30357
C39 0.71582 -4.34323 1.66394
C40 0.30451 -5.59311 2.11498
C41 0.06291 -6.61871 1.20761
C42 0.20613 -6.37896 -0.15374
C43 0.60763 -5.12671 -0.61031
H54 2.38454 -2.83926 0.27385
H55 1.59820 -2.89714 -1.13494
H56 0.98717 -3.57365 2.37387
H57 0.21523 -5.78003 3.17889
H58 -0.20353 -7.60690 1.56172
H59 0.06542 -7.18628 -0.86311
H60 0.77317 -4.96431 -1.67171

Cartesian forces (eV/Å) of the 3 atoms listed first:
-2.1 -0.2 -1.4
0.3 0.1 -0.2
0.8 0.3 -0.2